{"formula": "C23H24ClN2OS2Sn", "method": "ωB97M-V/def2-TZVPD", "symbols": ["Sn", "Cl", "S", "S", "O", "N", "N", "C", "C", "C", "C", "C", "C", "C", "C", "C", "C", "C", "C", "C", "C", "C", "C", "C", "C", "C", "C", "C", "C", "C", "H", "H", "H", "H", "H", "H", "H", "H", "H", "H", "H", "H", "H", "H", "H", "H", "H", "H", "H", "H", "H", "H", "H", "H"], "positions_angstrom": [[0.04548, -0.07398, 0.16385], [1.66823, 3.80443, -0.72050], [1.29303, 1.30290, 1.96363], [1.72326, -1.94129, 0.65710], [-0.59211, -0.93987, 1.90558], [-1.41154, -1.92039, -0.31001], [-1.75189, 1.04898, 0.93396], [4.03051, 2.61147, -0.27304], [-1.77934, 2.41644, 0.36514], [-0.80250, -3.17362, 0.00896], [4.92762, 1.55768, -0.30335], [3.23752, 0.17287, -1.30038], [-1.53955, 1.14437, 2.37846], [2.29868, 1.21160, -1.26990], [0.25582, -5.68915, 0.53309], [2.74722, 2.43114, -0.75513], [0.94006, 0.99343, -1.77667], [-2.60761, -1.38472, 0.35071], [-1.05050, -1.42353, -1.62622], [-2.82412, 0.17832, 0.34993], [-2.49742, 1.33239, 4.58757], [-2.63987, 1.15636, 3.20837], [1.05538, -4.56140, 0.61543], [-1.59493, -4.31060, -0.05911], [-1.08442, -5.57346, 0.19977], [4.52494, 0.33632, -0.82338], [-0.22410, 1.33456, 2.90369], [-0.12178, 1.51214, 4.27258], [-1.23886, 1.50887, 5.11390], [0.57162, -3.26846, 0.37333], [0.31689, 1.86578, -1.94116], [-1.06559, 3.03531, 0.90283], [2.09330, -4.66270, 0.90756], [-1.10309, 1.63352, 6.18201], [2.94031, -0.78713, -1.69898], [0.84633, 0.28724, -2.59535], [4.32040, 3.57586, 0.12027], [-1.50968, 2.39730, -0.69346], [5.21355, -0.49801, -0.85507], [-3.50504, -1.82499, -0.12065], [-1.91376, -1.28335, -2.30285], [-2.96540, 0.51275, -0.68302], [-2.63712, -4.19816, -0.33816], [-3.77250, 0.36151, 0.86141], [-0.56394, -0.41442, -1.66174], [-3.63454, 1.03729, 2.79554], [0.86842, 1.62034, 4.69686], [5.93307, 1.69287, 0.07344], [0.68337, -6.66210, 0.74667], [-0.36731, -2.08820, -2.15203], [-2.77586, 2.86944, 0.44611], [-2.55224, -1.68378, 1.39351], [-3.37262, 1.32629, 5.22613], [-1.72270, -6.44607, 0.13931]], "nbo_charge": [1.70, -0.03, -0.27, -0.19, -1.33, -0.53, -0.56, -0.23, -0.42, 0.21, -0.22, -0.13, 0.32, -0.12, -0.22, 0.00, -0.74, -0.23, -0.47, -0.22, -0.25, -0.31, -0.23, -0.24, -0.26, -0.23, -0.13, -0.24, -0.23, -0.16, 0.23, 0.25, 0.21, 0.19, 0.22, 0.21, 0.22, 0.19, 0.21, 0.16, 0.19, 0.19, 0.20, 0.21, 0.18, 0.19, 0.21, 0.21, 0.20, 0.24, 0.18, 0.30, 0.19, 0.20], "e_above_lowest_ev": 5.5123, "fmax_ha_per_bohr": 0.132, "lumo_energy_ev": 2.5, "energy_ev": -69289.3842, "mol_weight_g_mol": 562.8, "total_charge": -1}